## P
Density functional theory data (ωB97M-V/def2-TZVPD) for one molecule with the formula CH7N2O2P.

The calculation puts the LUMO energy at 0.6 eV. Its spin multiplicity is 1. As for the HOMO-LUMO gap: 10.26 eV. For the HOMO energy, the calculation gives -9.70 eV. As for the SMILES: NC[P@@](N)(=O)O.

Geometry as XYZ:
```
13
Properties=species:S:1:pos:R:3:mulliken_charge:R:1
C -1.130 0.597 0.101 -0.529
N 1.048 -1.067 -0.969 -0.613
N -1.588 -0.726 0.561 -0.631
O 1.528 1.782 -0.499 -0.672
O 0.989 0.253 1.459 -0.538
P 0.724 0.606 -0.117 0.847
H -1.599 1.017 -0.727 0.412
H -1.233 1.246 0.895 0.282
H 1.919 -1.193 -1.518 0.270
H 0.239 -1.092 -1.605 0.225
H -0.789 -1.149 0.984 0.331
H 1.540 0.992 1.810 0.338
H -1.647 -1.267 -0.376 0.278
```

=====

## Q
Density functional theory data (ωB97M-V/def2-TZVPD) for a 2-piece molecular cluster, CH7N2O2P overall.

The calculation puts the LUMO energy at 1.0 eV. Its spin multiplicity is 1. As for the HOMO-LUMO gap: 9.46 eV. For the HOMO energy, the calculation gives -8.49 eV. As for the SMILES: NP(O)O.C=N.

Geometry as XYZ:
```
13
Properties=species:S:1:pos:R:3:mulliken_charge:R:1
C 1.415 -0.215 -2.289 -0.150
N -0.344 1.467 2.213 -0.381
N 0.463 -1.064 -2.119 -0.488
O -0.998 0.405 0.169 -0.432
O -1.009 -1.135 2.219 -0.533
P -0.048 0.053 1.426 0.252
H 1.864 -0.289 -3.206 0.287
H 1.593 0.468 -1.432 0.174
H -1.129 2.081 1.884 0.237
H 0.191 1.789 3.054 0.222
H 0.299 -1.816 -2.849 0.213
H -1.509 -1.643 1.551 0.285
H -0.788 -0.102 -0.621 0.314
```

=====

The structure with the least stability is Q.

=====

## P
Density functional theory data (ωB97M-V/def2-TZVPD) for a 2-piece molecular cluster, C9H20NO4P overall.

The calculation puts the LUMO energy at -1.6 eV. Its spin multiplicity is 1. As for the HOMO-LUMO gap: 8.03 eV. For the HOMO energy, the calculation gives -9.62 eV.

Geometry as XYZ:
```
35
Properties=species:S:1:pos:R:3:mulliken_charge:R:1
C 1.245 2.751 -1.445 -1.299
C -1.828 2.092 1.944 -1.462
C -1.518 -1.815 1.047 -1.405
C -0.792 -2.225 -1.318 -1.641
C 0.625 -2.955 0.570 -2.139
C 0.179 1.655 -1.643 -0.579
C -0.533 1.971 1.124 -0.418
C 0.246 -0.628 0.330 -1.321
C -0.370 -1.921 0.113 2.248
N 2.856 -0.262 -0.472 1.087
O 2.734 -0.397 0.731 -0.598
O 3.922 0.047 -0.961 -0.671
O -2.081 0.452 -0.653 -0.816
O 1.875 -0.374 -1.257 -0.468
P -0.707 0.847 -0.272 1.065
H 1.821 3.049 -2.322 0.338
H 0.760 3.804 -1.080 0.310
H 1.896 2.467 -0.601 0.341
H -1.591 2.587 2.830 0.455
H -2.574 2.590 1.437 0.374
H -2.162 1.181 2.235 0.398
H -1.817 -2.803 1.427 0.404
H -1.223 -1.126 1.884 0.243
H -2.294 -1.290 0.431 0.442
H -0.004 -2.168 -2.019 0.402
H -1.539 -1.483 -1.544 0.433
H -1.336 -3.200 -1.634 0.318
H 0.904 -3.066 1.645 0.338
H 0.369 -3.936 0.341 0.550
H 1.510 -2.831 0.067 0.464
H 0.748 0.861 -2.307 0.312
H -0.582 2.108 -2.236 0.524
H 0.479 1.690 1.720 0.320
H -0.025 2.812 0.643 0.361
H 0.806 -0.482 1.245 1.089
```

=====

## Q
Density functional theory data (ωB97M-V/def2-TZVPD) for one molecule with the formula C9H20NO4P.

The calculation puts the LUMO energy at 0.5 eV. Its spin multiplicity is 1. As for the HOMO-LUMO gap: 9.84 eV. For the HOMO energy, the calculation gives -9.37 eV.

Geometry as XYZ:
```
35
Properties=species:S:1:pos:R:3:mulliken_charge:R:1
C -0.220 -0.333 -0.635 -0.637
C 3.863 -2.459 -1.143 -1.395
C 0.654 1.038 2.742 -0.619
C -1.869 1.486 -2.204 -2.264
C -3.506 0.760 -0.450 -1.713
C -1.688 2.495 0.118 -1.413
C 2.572 -2.840 -0.382 -0.186
C 1.532 0.291 1.788 -0.296
C -2.052 1.289 -0.623 1.553
N -1.241 0.228 -0.088 0.901
O -1.621 -0.153 1.037 -0.689
O -0.337 -2.931 0.808 -0.789
O 1.554 -1.877 -0.662 -0.335
O 1.080 -1.138 1.714 -0.410
P 0.307 -1.686 0.466 0.950
H -0.010 -0.097 -1.600 0.487
H 3.799 -2.344 -2.236 0.308
H 4.282 -1.588 -0.835 0.399
H 4.502 -3.292 -1.028 0.425
H -0.325 1.169 2.262 -0.112
H 0.408 0.640 3.730 0.320
H 1.220 2.079 2.890 0.262
H -0.905 1.626 -2.515 0.591
H -2.280 0.817 -2.887 0.521
H -2.383 2.333 -2.529 0.511
H -3.976 0.849 0.540 0.339
H -3.527 -0.290 -0.706 0.458
H -4.248 1.062 -1.150 0.437
H -1.646 2.387 1.262 0.278
H -0.742 2.934 -0.317 0.326
H -2.361 3.341 -0.107 0.414
H 2.828 -2.976 0.665 0.319
H 2.211 -3.766 -0.808 0.302
H 2.497 0.242 2.154 0.473
H 1.625 0.704 0.732 0.285
```

=====

The structure with the least stability is P.

=====

## P
Density functional theory data (ωB97M-V/def2-TZVPD) for a 2-piece molecular cluster, CH4N2O3 overall.

The calculation puts the LUMO energy at 0.5 eV. Its spin multiplicity is 1. As for the HOMO-LUMO gap: 10.52 eV. For the HOMO energy, the calculation gives -10.04 eV. As for the SMILES: NN=O.O=CO.

Geometry as XYZ:
```
10
Properties=species:S:1:pos:R:3:mulliken_charge:R:1
C -0.066 -0.257 -1.903 0.221
N -0.625 0.299 1.435 -0.228
N 0.725 0.316 1.346 0.045
O 1.376 0.456 2.363 -0.480
O 1.156 -0.326 -1.312 -0.444
O -1.132 -0.252 -1.344 -0.580
H -0.136 -0.337 -3.022 0.345
H -1.105 0.011 0.476 0.381
H -1.222 0.242 2.302 0.248
H 1.029 -0.152 -0.342 0.491
```

=====

## Q
Density functional theory data (ωB97M-V/def2-TZVPD) for a 3-piece molecular cluster, CH4N2O3 overall.

The calculation puts the LUMO energy (spin up / spin down) at -0.6 / -0.6 eV. Its spin multiplicity is 1. As for the HOMO-LUMO gap (spin up / spin down): 9.26 / 9.23 eV. For the HOMO energy (spin up / spin down), the calculation gives -9.81 / -9.78 eV.

Geometry as XYZ:
```
10
Properties=species:S:1:pos:R:3:mulliken_charge:R:1
C 1.156 2.145 0.030 0.556
N 1.894 1.674 -0.774 -0.408
N -1.295 -0.573 -0.621 -0.177
O 0.485 2.754 0.769 -0.441
O -2.114 0.243 -0.108 -0.209
O 0.052 -2.833 0.798 -0.620
H 0.233 -3.024 -0.082 0.297
H 1.915 0.806 -1.203 0.294
H -1.785 0.923 0.510 0.363
H -0.540 -2.116 0.683 0.346
```

=====

## R
Density functional theory data (ωB97M-V/def2-TZVPD) for one molecule with the formula CH4N2O3.

The calculation puts the LUMO energy at 0.3 eV. Its spin multiplicity is 1. As for the HOMO-LUMO gap: 10.94 eV. For the HOMO energy, the calculation gives -10.61 eV. As for the SMILES: N[C@@H](O)[N+](=O)[O-].

Geometry as XYZ:
```
10
Properties=species:S:1:pos:R:3:mulliken_charge:R:1
C 0.305 0.421 -0.602 0.097
N -0.451 -0.815 -0.353 -0.592
N 1.760 0.101 -0.021 0.827
O 1.917 -1.022 0.397 -0.565
O 2.571 0.981 -0.121 -0.535
O -0.188 1.496 0.047 -0.517
H 0.591 0.587 -1.568 0.410
H -1.164 -0.864 -1.052 0.248
H 0.124 -1.713 -0.427 0.277
H -0.221 1.563 1.024 0.350
```

=====

The structure with the least stability is Q.

=====

## P
Density functional theory data (ωB97M-V/def2-TZVPD) for one molecule with the formula C6H10N2O3.

The calculation puts the LUMO energy at 0.7 eV. Its spin multiplicity is 1. As for the HOMO-LUMO gap: 9.91 eV. For the HOMO energy, the calculation gives -9.24 eV. As for the SMILES: NC(=O)CN1C[C@H](O)CC1=O.

Geometry as XYZ:
```
21
Properties=species:S:1:pos:R:3:mulliken_charge:R:1
N 1.474 1.923 0.944 -0.289
C 0.685 1.406 1.796 0.287
O 0.242 2.028 2.624 -0.562
C 0.558 -0.036 1.713 -0.556
N 0.007 -0.218 0.364 0.490
C 0.876 -0.879 -0.425 0.357
O 2.018 -1.132 -0.193 -0.632
C 0.133 -1.096 -1.797 -0.660
H -0.106 -2.165 -1.758 0.248
H 0.547 -0.958 -2.686 0.440
C -0.980 -0.397 -1.487 0.125
O -2.203 -0.746 -2.066 -0.577
H -2.708 -1.542 -1.718 0.340
H -0.986 0.575 -1.983 0.156
C -1.206 -0.065 -0.036 -0.730
H -1.906 -0.969 0.633 0.249
H -1.746 0.828 0.368 0.284
H -0.144 -0.429 2.613 0.258
H 1.646 -0.566 1.768 0.341
H 1.699 2.914 1.023 0.258
H 2.102 1.525 0.302 0.175
```

=====

## Q
Density functional theory data (ωB97M-V/def2-TZVPD) for a 2-piece molecular cluster, C6H10N2O3 overall.

The calculation puts the LUMO energy at 0.7 eV. Its spin multiplicity is 1. As for the HOMO-LUMO gap: 9.33 eV. For the HOMO energy, the calculation gives -8.63 eV.

Geometry as XYZ:
```
21
Properties=species:S:1:pos:R:3:mulliken_charge:R:1
C -0.840 -0.667 1.453 0.654
C 0.202 1.798 -2.677 0.192
C 0.224 -1.065 2.528 -0.668
C 1.278 -1.772 1.684 -0.713
C 1.237 -0.884 0.439 -0.514
C -0.685 -0.266 -0.929 -0.419
N -0.115 -0.548 0.330 0.315
N -1.086 2.114 -2.698 -0.358
O -1.948 -0.281 1.777 -0.677
O 1.003 2.338 -1.896 -0.608
O -1.769 0.443 -0.952 -0.237
H 0.570 -0.158 2.842 0.328
H 0.028 -1.719 3.373 0.338
H 2.214 -1.643 2.161 0.328
H 1.191 -2.825 1.591 0.352
H 1.817 0.008 0.757 0.225
H 1.548 -1.206 -0.515 0.409
H 0.477 0.922 -3.501 0.254
H -1.813 1.850 -3.399 0.240
H -1.274 3.038 -2.225 0.235
H -2.259 0.523 -0.140 0.322
```

=====

The structure with the least stability is P.